Here is a cluster of 3 separate species, C17H50BN10O4P2 in total in a non-equilibrium geometry from OMol25. Energies are from ωB97M-V/def2-TZVPD.

As for the total charge: +1. The calculation puts the LUMO energy at -5.501 eV. For the gap between HOMO and LUMO, the calculation gives 0.156 Ha. For the relative energy (zero: lowest compared OMol25 entry of this formula, charge and spin), the calculation gives 8.336 eV. Its HOMO energy is -9.8 eV.

Each line ends with the Löwdin charge.
Element x y z (Å)
H: -3.9873 -5.5890 -1.5182  0.08
H: 1.5001 4.5266 -1.0341  0.08
H: 1.9270 7.5296 -0.7007  0.09
O: 1.1994 3.7710 1.4257  -0.34
C: 0.5851 -2.5201 1.4001  -0.24
N: -3.1380 -2.8647 -4.4024  -0.32
N: 2.5604 6.5148 2.7283  -0.29
H: -1.0985 1.1125 2.4663  0.08
H: 0.9885 7.9286 3.0159  0.07
H: 4.0432 -1.1940 4.0494  0.16
H: 0.2747 -2.9545 -5.4806  0.09
H: 2.7852 -3.8011 1.7256  0.13
O: -1.1354 -1.8677 -3.5180  -0.33
H: 1.5933 7.1750 4.5103  0.08
H: -2.8941 -0.8934 -5.1520  0.08
C: -3.5676 -1.4686 -4.5070  -0.14
N: 2.4356 -3.5965 2.7024  0.04
H: 1.0490 -3.2513 -2.9608  0.07
H: 2.3545 -0.8180 4.4894  0.16
C: -1.1030 -0.7453 1.0160  -0.25
H: 1.2590 -4.9653 -3.3900  0.08
H: 0.6227 -4.6999 -5.5564  0.09
H: -1.4179 1.5023 0.5934  0.11
O: -0.6657 -5.5464 1.0666  0.04
H: -0.7528 6.5471 1.4044  0.06
H: 0.3284 1.1326 1.2348  0.05
H: -2.2808 -0.8504 0.9616  0.13
H: -4.4067 -3.4080 -5.9888  0.09
H: 2.5331 8.4074 3.6579  0.09
C: 1.3416 7.0081 0.0642  -0.13
C: -0.1453 -3.9480 -5.3128  -0.11
N: 2.0556 5.8375 0.5408  -0.32
H: -3.1436 -6.7855 -3.3180  0.09
H: 4.4256 7.0668 3.5959  0.08
H: 0.2861 -2.9902 0.3551  0.18
C: 0.5370 -4.2156 -3.0497  -0.14
H: -0.7014 5.0401 4.6071  0.08
H: 1.7619 -0.6598 1.2386  0.14
C: 2.3946 4.9932 -0.6068  -0.14
H: -1.6365 6.0743 2.8113  0.09
C: -0.7986 0.8362 1.3656  -0.12
C: -0.8540 5.7297 2.1160  -0.11
C: 0.9188 -3.7562 2.4738  -0.13
C: 2.5227 -2.0569 2.7703  -0.16
H: -3.7139 -3.8582 -1.3630  0.08
C: -3.3619 -3.5188 -5.6789  -0.13
H: 1.1293 -5.9923 3.8759  0.12
N: 1.8798 -1.6816 1.4477  0.17
H: 1.1685 7.7501 0.8436  0.07
C: 1.8766 7.5386 3.5190  -0.12
H: 0.2153 -4.5211 -2.0487  0.06
H: -1.3397 -6.2331 1.3817  0.14
H: -0.1554 3.6150 3.6921  0.06
O: 0.7610 -6.4011 3.0288  0.05
H: 2.8914 5.5675 -1.3976  0.08
P: -1.8917 -3.1998 -3.2928  0.73
P: 1.8325 5.0474 2.0316  0.73
H: -3.1890 -4.5944 -5.6443  0.07
N: 3.0130 -1.2996 3.8063  0.14
N: -0.6208 -4.1339 -3.9495  -0.36
H: -0.9347 -4.1304 -6.0397  0.06
H: -0.6266 -1.0492 -0.0351  0.13
C: 0.1102 4.6338 3.9943  -0.14
C: -3.2371 -4.8013 -1.6493  -0.15
H: 3.0929 4.2016 -0.3152  0.07
H: -2.4059 -4.9835 -0.9600  0.05
H: -1.2182 4.8426 1.5942  0.08
H: 0.3799 6.7415 -0.3872  0.08
N: -0.5453 -1.7156 2.0381  -0.04
C: 3.8255 6.1744 3.3857  -0.15
B: 0.3225 -5.2553 2.1571  -0.33
C: -2.3272 -6.0643 -3.4532  -0.12
H: -4.5823 -1.3881 -4.9144  0.08
H: -3.5926 -0.9938 -3.5206  0.07
H: 0.9923 4.5757 4.6403  0.07
N: 0.3896 5.4885 2.8332  -0.36
H: -0.1989 -1.1485 2.8495  0.11
N: -2.7612 -4.7313 -3.0340  -0.29
H: 0.4821 -3.3221 3.4762  0.16
H: 4.4297 5.5312 2.7377  0.08
H: 3.6459 5.6377 4.3231  0.07
H: -2.0814 -6.1063 -4.5171  0.07
H: -2.7399 -3.0881 -6.4707  0.08
H: -1.4702 -6.4210 -2.8756  0.08

---

Here is a cluster of 16 separate species, C32H96O16 in total in a non-equilibrium geometry from OMol25. Energies are from ωB97M-V/def2-TZVPD.

The calculation puts the LUMO energy at 0.096 eV. For the gap between HOMO and LUMO, the calculation gives 0.333 Ha. For the relative energy (zero: lowest compared OMol25 entry of this formula, charge and spin), the calculation gives 5.889 eV. Its HOMO energy is -9.0 eV.

Each line ends with the Löwdin charge.
Element x y z (Å)
H: -1.7389 -2.1227 2.9708  0.09
C: -2.4419 -5.0171 -0.1372  -0.34
C: -0.2003 1.2308 4.2739  -0.29
H: -3.0709 -3.5894 4.4180  0.07
H: -0.3975 2.9192 -1.8659  0.05
C: 0.5215 3.6112 3.6854  -0.06
H: -3.9319 -4.1987 -1.5280  0.07
H: 2.3031 0.0018 -4.6011  0.08
H: -1.4335 4.0728 2.8751  0.11
H: 2.5986 0.5313 -2.9929  0.05
H: 3.4566 4.1376 1.8941  0.09
H: 0.7246 1.1375 0.2871  0.09
H: -2.0160 0.8579 3.1975  0.08
C: 5.3235 -0.1862 0.1543  -0.06
H: -2.0970 -2.5651 5.4373  0.07
H: 0.9432 -3.3152 -0.4980  0.11
H: 3.9266 1.6216 -5.5401  0.11
O: -3.0482 -3.2706 -5.3248  -0.08
H: -3.5143 1.9231 0.5036  0.06
H: -2.1090 -3.3577 -3.4840  0.11
O: -1.8768 -6.0661 -0.8967  -0.07
H: -3.7897 -1.7214 -1.8510  0.06
H: -0.7532 -1.2853 -3.9011  0.06
H: 4.6049 1.9393 -3.9820  0.11
H: 2.3493 2.7884 -1.7382  0.06
C: 3.2998 -0.8889 3.5323  -0.11
H: -2.5359 1.1813 -5.2361  0.09
H: -6.7267 4.3742 0.4043  0.08
H: -0.4427 -0.2487 1.9829  0.06
H: -3.9626 -3.4040 -5.0640  0.07
C: -1.8246 5.5143 -0.6363  -0.07
H: -0.4348 -2.5032 -5.1700  0.08
H: 5.9455 -0.0648 -0.7331  0.08
H: 5.3265 0.7553 0.7060  0.06
H: 2.8037 3.4453 -4.9276  0.10
O: -0.0674 0.0869 -1.3315  -0.10
C: 0.8213 -3.2624 -1.5879  -0.30
H: 0.6112 -1.2228 0.9805  0.08
C: 4.1475 -3.6682 1.7331  -0.05
H: 3.2322 -0.8169 0.5761  0.08
C: 3.9325 -0.6079 -0.2460  -0.33
H: -1.3000 2.4585 2.8618  0.00
O: 2.6950 2.7441 -4.2788  -0.10
C: -0.1573 0.5455 0.0168  -0.27
H: -1.1115 -1.3008 0.7249  0.05
C: -3.8528 -4.7332 -0.5809  -0.08
H: -3.2690 -0.5036 0.9428  0.09
C: -4.0255 2.7435 1.0254  -0.08
H: -5.1795 -1.6957 1.3374  0.08
H: -2.5434 2.1717 -3.7112  0.07
H: -2.0952 0.4624 -3.7388  0.05
H: -3.0945 -2.1703 0.5239  0.08
H: 3.8826 -0.3453 -3.8770  0.09
O: 0.0544 -2.4706 3.9587  -0.11
O: -0.3505 2.8669 1.6326  -0.16
H: 0.6809 4.4473 4.3744  0.10
H: -0.1514 0.9927 -5.2817  0.11
H: 4.0790 -1.4582 3.0123  0.06
H: 3.6716 -0.9075 4.5571  0.11
H: 2.7438 -2.1397 2.2704  0.05
C: -2.0364 -3.3768 4.7066  -0.08
H: 2.7922 0.2447 1.8367  0.08
O: 1.4693 -2.0738 -2.0502  -0.12
H: -0.5991 3.1440 0.7294  0.05
H: 3.4316 0.2242 -0.7753  0.08
C: 3.1503 0.4584 2.8510  -0.29
H: 1.5296 3.4897 3.2747  0.08
C: -3.3782 -0.9468 -1.2055  -0.07
C: 3.0911 0.3981 -3.9563  -0.07
H: -0.8474 0.3192 5.8593  0.10
H: 2.1106 2.3657 0.7709  0.08
H: -1.0990 -3.7488 2.8056  0.11
H: -0.2550 -3.1868 -1.7770  0.09
C: 3.1500 2.8838 -1.0075  -0.06
H: 3.7203 1.9520 -0.9784  0.05
O: 0.1739 1.9092 -3.4360  -0.13
C: 3.6624 1.6999 -4.4821  -0.27
H: -1.4972 -1.1319 -5.5048  0.07
O: -5.0521 -1.4061 0.4273  -0.07
H: -2.2774 5.1079 0.2708  0.06
C: 1.4243 -4.4573 -2.2928  -0.06
H: -1.0045 1.2373 0.0919  0.10
H: 3.8215 -3.6253 0.6980  0.06
C: -0.3905 3.9726 2.5431  -0.29
O: -6.0395 4.0186 0.9791  -0.07
H: -3.8124 0.0053 -1.5173  0.08
H: -2.4147 6.3725 -0.9516  0.08
C: -0.2990 -0.6149 0.9673  -0.04
O: -0.7063 3.4619 -1.1225  -0.10
H: -0.8576 5.9199 -0.3199  0.08
H: -0.0709 -1.5642 4.3165  0.05
H: -4.3738 -4.0783 0.1258  0.06
O: 4.4076 1.1178 2.8041  -0.08
O: 3.7598 3.4688 1.2711  -0.07
H: -0.1174 4.9127 2.0539  0.12
H: -4.6384 3.9825 -0.5717  0.10
H: -4.4125 2.1521 1.8646  0.08
H: -2.1448 2.1453 4.3987  0.10
H: 4.2789 1.9470 2.3107  0.04
H: 3.1439 -2.0048 -1.3758  0.04
C: 2.6589 3.2323 0.3922  -0.29
H: -4.4729 -5.6309 -0.5660  0.08
H: 0.2082 1.9804 4.9557  0.11
H: -2.3090 -0.9051 -1.4283  0.06
C: -1.2218 -2.9249 3.5107  -0.30
H: 1.2665 -4.3185 -3.3650  0.08
H: -1.3842 4.7552 -2.6605  0.12
C: -1.4982 1.7116 3.6341  -0.07
H: -5.6321 2.5201 -0.4080  0.11
H: 3.8258 3.6469 -1.4025  0.09
H: -0.5599 2.6708 -5.2087  0.12
H: -3.0995 -1.8409 -3.9056  0.09
O: 4.0423 -1.7235 -1.1076  -0.09
H: 5.0238 -3.0214 1.8460  0.07
C: -0.6031 1.7433 -4.6258  -0.27
H: -2.4558 -5.2911 0.9290  0.11
H: 5.7725 -0.9803 0.7539  0.07
H: -0.9616 -6.1813 -0.6202  0.08
H: 1.2334 -3.5552 3.0832  0.03
H: -2.5601 3.8884 -1.8388  0.10
H: -1.5984 -4.2214 5.2351  0.08
C: 3.0663 -3.1148 2.6498  -0.39
H: 3.4555 -3.0091 3.6672  0.11
H: 0.1164 0.8617 -1.8923  0.05
C: -3.6420 -1.2618 0.2419  -0.33
H: 2.4120 1.0658 3.3848  0.09
O: 1.9670 -4.0224 2.6396  -0.08
H: 0.8762 -1.3152 -1.8720  0.05
H: 1.0101 2.3334 -3.7249  0.06
H: 0.9627 -5.4150 -2.0494  0.07
C: -5.1224 3.3104 0.1501  -0.31
O: -0.4575 0.0120 5.0338  -0.08
H: -1.8428 -4.0944 -0.1739  0.09
H: 2.3453 -1.4045 3.4105  0.05
H: 2.4897 -4.5527 -2.0843  0.08
C: -2.0382 1.4015 -4.2895  -0.06
H: 4.4598 -4.6498 2.0860  0.08
C: -1.6179 4.4268 -1.6404  -0.30
H: 0.2242 2.7014 4.1968  -0.04
H: 1.9984 4.0952 0.2785  0.12
C: -2.3914 -2.6092 -4.2266  -0.30
C: -1.1825 -1.8381 -4.7375  -0.08
H: -3.2746 3.4084 1.4430  0.05
H: 0.5829 0.9664 3.5645  0.10

---

Here is a cluster of 2 separate species, C3H12N2O in total in a non-equilibrium geometry from OMol25. Energies are from ωB97M-V/def2-TZVPD.

The calculation puts the LUMO energy at 0.776 eV. For the gap between HOMO and LUMO, the calculation gives 0.323 Ha. For the relative energy (zero: lowest compared OMol25 entry of this formula, charge and spin), the calculation gives 1.002 eV. Its SMILES is CNCCN.O. Its HOMO energy is -8.0 eV.

Each line ends with the Löwdin charge.
Element x y z (Å)
N: -2.3023 -2.0321 0.1159  -0.02
H: -1.8970 -0.8950 1.7442  0.11
H: 0.2159 -0.4606 -0.3669  0.10
H: 1.2337 2.3669 1.2230  0.07
H: -0.8428 1.9178 0.9049  0.10
H: -0.6314 -1.9307 1.2350  0.10
H: -1.4585 0.1866 -0.7089  0.11
H: -2.0080 -2.3579 -0.7637  0.04
H: 3.1697 0.0699 -2.6089  0.03
H: 1.7284 0.8182 0.4912  0.07
C: 1.0602 1.3021 1.2169  -0.13
C: -1.3549 -1.2164 0.8563  -0.28
H: 3.2838 1.4374 -3.2283  0.03
H: -3.2342 -1.6690 0.0709  0.05
H: 1.3215 0.8454 2.1728  0.07
C: -0.7134 -0.0623 0.0481  -0.23
N: -0.3364 1.0536 0.8799  -0.14
O: 2.7657 0.6259 -3.2823  -0.06